Record 1
This record from OMol25 describes 9 unconnected molecules or ions with the total composition H18O9. The level of theory is wB97M-V/def2-TZVPD.

The geometry in ORCA input format:
```
! wB97M-V def2-TZVPD RIJCOSX def2/J DEFGRID3
* xyz 0 1
O 0.74 -2.55 0.71
H 0.84 -3.10 1.49
H 0.94 -3.13 -0.02
O 3.67 -1.16 1.10
H 3.28 -2.02 1.20
H 2.98 -0.62 0.72
O -2.67 1.61 -2.59
H -2.72 2.03 -3.45
H -1.81 1.85 -2.25
O -1.10 0.57 2.68
H -0.45 0.37 3.35
H -0.59 0.71 1.88
O 1.85 2.40 0.88
H 2.49 2.18 0.21
H 1.10 1.84 0.70
O -0.94 -0.70 -2.36
H -0.92 -1.66 -2.33
H -1.75 -0.49 -2.83
O 0.37 0.11 0.08
H 0.53 -0.83 0.20
H 0.16 0.21 -0.85
O -0.15 2.99 -1.36
H -0.19 3.94 -1.48
H -0.18 2.87 -0.41
O -1.98 -2.75 1.81
H -2.38 -1.93 1.50
H -1.10 -2.74 1.43
*
```

* HOMO-LUMO gap: 10.67 eV
* relative energy (zero: lowest compared OMol25 entry of this formula, charge and spin): 2.1232 eV
* electronic energy: -687.94777 Eh
* highest occupied orbital energy: -11.0049 eV
* SMILES string: O.O.O.O.O.O.O.O.O
* molar mass: 162.1 Da

***

Record 2
This record from OMol25 describes a molecular structure, C3H4N3O2 at a distorted geometry. The level of theory is wB97M-V/def2-TZVPD.

The geometry in ORCA input format:
```
! wB97M-V def2-TZVPD RIJCOSX def2/J DEFGRID3
* xyz -1 1
C 1.43 1.84 -0.16
C -1.63 0.82 0.32
C 1.20 0.67 0.71
N 1.72 2.62 -0.95
N -0.50 0.34 -0.11
N 1.79 -0.41 0.78
O -2.68 0.17 -0.36
O -2.00 1.64 1.09
H 0.80 1.02 1.67
H -3.37 0.84 -0.35
H -0.86 -0.42 -0.75
H 2.13 -0.63 -0.15
*
```

* HOMO-LUMO gap: 8.23 eV
* relative energy (zero: lowest compared OMol25 entry of this formula, charge and spin): 1.4511 eV
* electronic energy: -431.46091 Eh
* highest occupied orbital energy: -4.3335 eV
* molar mass: 114.1 Da

***

Record 3
This record from OMol25 describes a single C6H8N2 molecule. The level of theory is wB97M-V/def2-TZVPD.

The geometry in ORCA input format:
```
! wB97M-V def2-TZVPD RIJCOSX def2/J DEFGRID3
* xyz 0 1
H 0.91 -2.29 -1.88
N 0.66 -2.13 -0.91
C 0.47 -0.91 -0.60
C 0.66 0.18 -1.50
C 0.95 1.05 -2.27
C 0.13 -0.56 0.79
N 0.64 -1.44 1.73
C -0.65 0.48 1.13
C -1.39 1.40 0.22
H 1.16 1.81 -2.98
H 1.36 -2.07 1.41
H 0.66 -1.14 2.69
H -0.81 0.65 2.19
H -0.87 2.36 0.13
H -1.52 1.00 -0.78
H -2.38 1.61 0.64
*
```

* HOMO-LUMO gap: 8.19 eV
* relative energy (zero: lowest compared OMol25 entry of this formula, charge and spin): 2.5745 eV
* electronic energy: -342.83932 Eh
* highest occupied orbital energy: -7.8583 eV
* SMILES string: [H]/N=C(C#C)/C(N)=C\C
* molar mass: 108.1 Da

***

Record 4
This record from OMol25 describes a molecular structure, C16H20HoI2N2O7RuS at a distorted geometry. The level of theory is wB97M-V/def2-TZVPD.

The geometry in ORCA input format:
```
! wB97M-V def2-TZVPD RIJCOSX def2/J DEFGRID3
* xyz 4 10
I 3.04 0.27 -2.28
I -1.53 -2.96 -1.11
Ru 2.29 -0.70 1.14
Ho 0.06 -0.71 -1.84
S 1.96 -2.47 -0.66
C 3.90 0.33 1.61
C 1.50 1.03 0.05
C 3.43 -3.50 -1.13
C 2.99 -4.91 -0.81
C 4.64 -3.02 -0.35
C 3.64 -3.36 -2.63
C 1.08 -0.07 2.39
C 2.35 -2.13 2.37
O 1.29 2.15 0.26
O 4.88 0.90 1.82
O 0.13 0.27 2.95
O 2.69 -3.05 3.01
H 3.77 -5.64 -1.05
H 2.08 -5.14 -1.35
H 2.72 -5.03 0.23
H 5.39 -3.79 -0.46
H 4.44 -2.87 0.72
H 5.07 -2.11 -0.75
H 4.40 -4.08 -2.93
H 3.91 -2.34 -2.89
H 2.71 -3.57 -3.16
C -2.94 4.62 0.43
C -2.23 3.30 0.31
C -3.17 2.04 0.28
C -4.18 2.00 1.45
C -3.51 2.12 2.79
C -3.93 2.02 -1.07
O -5.10 2.30 -1.25
N -3.08 1.73 -2.16
C -1.89 1.04 -2.09
O -1.24 0.68 -3.14
N -1.46 0.66 -0.87
C -2.31 0.73 0.25
O -2.22 -0.15 1.08
H -3.76 4.73 -0.26
H -2.24 5.39 0.14
H -3.30 4.84 1.45
H -1.62 3.29 -0.59
H -1.55 3.11 1.16
H -4.88 2.83 1.31
H -4.75 1.07 1.34
H -3.12 3.14 2.96
H -4.21 1.79 3.56
H -2.67 1.42 2.87
H -3.47 1.81 -3.10
*
```

* HOMO-LUMO gap (spin up / spin down): 6.96 / 5.22 eV
* relative energy (zero: lowest compared OMol25 entry of this formula, charge and spin): 0.0000 eV
* electronic energy: -3292.76643 Eh
* highest occupied orbital energy (spin up / spin down): -21.0957 / -21.9865 eV
* molar mass: 904.2 Da